Entry 1:
17
Properties=species:S:1:pos:R:3:forces:R:3 method="wB97M-V/def2-TZVPD" spin_multiplicity=1 molar_mass_da=98.1 homo_ev="-9.39 / -9.42" charge=0 lumo_energy_ev="-1.075 / -1.105" relative_energy_ev=5.315 orbital_gap_ev="8.3 / 8.3"
O -1.731551 -1.227594 0.986481 0.0959 0.0312 -0.4819
C -1.479325 -1.229455 -0.196940 -0.0523 -0.1585 0.3013
C -0.082614 -1.374895 -0.766124 0.0206 -0.0008 0.0196
C 1.011243 -0.888010 0.191711 0.0485 -0.0076 0.0798
C 1.430197 0.531469 -0.072457 -0.0044 0.1389 0.0803
C -1.630241 1.406462 -0.896214 -0.1205 0.5157 -0.0097
C 1.436839 1.518000 0.823867 -0.0162 -0.1017 -0.0815
H -2.288794 -1.210458 -0.952836 0.0496 -0.0707 0.1094
H 0.038548 -2.446520 -0.980723 -0.0547 0.1088 0.0442
H -0.042465 -0.853695 -1.728289 -0.0155 -0.0947 0.1149
H 1.895931 -1.530279 0.092094 -0.1161 0.1058 -0.0115
H 0.648232 -0.991762 1.220248 0.0831 0.0144 -0.1404
H 1.804432 0.733448 -1.078779 -0.0954 -0.0007 0.1252
H -1.497284 2.260565 -1.592776 0.1055 -0.1313 0.0839
H -2.133906 1.867652 -0.019482 0.1900 -0.1912 -0.0700
H 1.820670 2.505744 0.579678 -0.1173 -0.1474 -0.0076
H 1.103458 1.357581 1.847291 -0.0009 -0.0102 -0.1562

Entry 2:
17
Properties=species:S:1:pos:R:3:forces:R:3 method="wB97M-V/def2-TZVPD" spin_multiplicity=1 molar_mass_da=98.1 homo_ev=-9.33 charge=0 lumo_energy_ev=1.124 smiles="C[C@H]1CC=CCO1" relative_energy_ev=0.378 orbital_gap_ev=10.5
C 0.101027 -1.653050 1.525517 -0.0362 -0.0402 0.0760
C -0.180780 -0.368160 0.752433 0.1212 0.0411 0.0804
C 1.088508 0.411555 0.386802 0.0040 -0.0366 0.0276
C 0.842913 1.384130 -0.736498 -0.1077 -0.0006 -0.0771
C -0.224857 1.285234 -1.520566 0.1120 0.0326 0.1331
C -1.258118 0.216776 -1.318696 -0.0624 0.1264 -0.1765
O -0.869814 -0.792138 -0.418179 0.0957 -0.1030 -0.0460
H 0.139029 -1.489615 2.607569 0.0537 0.0421 -0.1803
H 1.045172 -2.110484 1.208569 -0.1609 0.0889 0.0147
H -0.704056 -2.363203 1.308975 0.1151 0.1294 0.1440
H -0.837328 0.290634 1.349003 0.0274 -0.0930 -0.1831
H 1.878852 -0.292487 0.088980 -0.1159 0.0705 0.0481
H 1.465302 0.942820 1.270882 -0.0850 -0.1007 -0.0979
H 1.576071 2.172097 -0.900253 -0.1014 -0.1349 -0.0052
H -0.400013 1.985338 -2.334887 0.0317 -0.0514 0.1385
H -2.208555 0.690258 -1.009913 0.1254 -0.1306 0.0451
H -1.453353 -0.309706 -2.259738 -0.0168 0.1601 0.0585

Entry 3:
17
Properties=species:S:1:pos:R:3:forces:R:3 method="wB97M-V/def2-TZVPD" spin_multiplicity=1 molar_mass_da=98.1 homo_ev=-9.57 charge=0 lumo_energy_ev=1.136 smiles=C[C@H]1OC[C@H]2C[C@H]21 relative_energy_ev=0.654 orbital_gap_ev=10.7
C 1.213940 0.365647 -1.635403 0.0733 0.0385 -0.0094
C 0.099340 0.778486 -0.686611 0.1804 0.0944 0.0042
O -1.014549 -0.048326 -1.025816 -0.0301 -0.0600 -0.0849
C -1.736408 -0.410047 0.132978 -0.1369 -0.0933 0.1973
C -0.757962 -0.338161 1.284152 -0.1684 0.1589 0.0745
C 0.634654 -0.883354 1.158153 0.0799 -0.2507 0.0837
C 0.360657 0.544566 0.798642 0.0596 0.0819 -0.0604
H 0.926801 0.566520 -2.671974 0.0296 0.0400 0.1601
H 1.384085 -0.711833 -1.547420 0.0359 0.1911 0.0047
H 2.146118 0.891096 -1.414933 -0.0692 0.0150 -0.0244
H -0.146915 1.842658 -0.831594 -0.0658 -0.1605 -0.0287
H -2.547246 0.310327 0.331525 0.0565 -0.1400 -0.0495
H -2.182199 -1.394037 -0.052244 0.1033 0.1181 0.0688
H -1.169946 -0.233831 2.283070 0.0720 0.0876 -0.1329
H 0.907094 -1.585685 0.374446 -0.2133 0.1282 0.0533
H 1.145375 -1.060170 2.097539 -0.0297 -0.0140 -0.0641
H 0.737162 1.366146 1.405490 0.0231 -0.2354 -0.1923

Entry 4:
17
Properties=species:S:1:pos:R:3:forces:R:3 method="wB97M-V/def2-TZVPD" spin_multiplicity=1 molar_mass_da=98.1 homo_ev=-7.89 charge=0 lumo_energy_ev=-0.208 relative_energy_ev=4.383 orbital_gap_ev=7.7
C -0.593677 1.810399 1.421417 -0.0455 0.0106 0.0500
C -0.153272 0.613390 0.654951 -0.0590 -0.0035 0.0082
C 0.599302 -0.434076 1.094726 0.0851 0.1360 -0.0853
C 1.264364 -0.991238 -0.028328 -0.0927 0.3956 0.0312
C 0.391467 -0.723285 -1.237328 0.0654 0.0930 -0.0523
C -0.450753 0.494098 -0.823545 0.3005 0.0946 0.0673
O -1.844796 0.444675 -1.058894 -0.1719 -0.1785 0.0589
H -1.641906 2.014300 1.182041 0.0908 0.0452 0.0663
H -0.017136 2.694806 1.119450 -0.0780 -0.1458 0.0199
H -0.475835 1.675910 2.499680 -0.0369 0.0077 -0.1494
H 0.912279 -0.576885 2.127558 -0.0944 0.0130 -0.1761
H 1.620261 -3.316569 -0.830831 0.1200 -0.2695 -0.0464
H 1.894289 -2.656262 -0.560471 -0.0483 -0.4382 -0.0692
H 1.032562 -0.542496 -2.106551 -0.1943 0.0549 -0.0006
H -0.260326 -1.563053 -1.517768 0.2517 0.0530 0.3125
H -0.093219 1.371406 -1.371228 -0.0549 -0.0082 0.1134
H -2.183606 -0.315119 -0.564878 -0.0378 0.1402 -0.1484

Entry 5:
17
Properties=species:S:1:pos:R:3:forces:R:3 method="wB97M-V/def2-TZVPD" spin_multiplicity=1 molar_mass_da=98.1 homo_ev=-9.65 charge=0 lumo_energy_ev=0.977 smiles="C[C@H]1CC=C[C@H]1O" relative_energy_ev=0.227 orbital_gap_ev=10.6
C 0.127527 1.962705 -0.318010 0.0604 0.0375 0.0418
C -0.402799 0.613220 0.153234 -0.0687 -0.0042 -0.0197
C -0.758563 -0.292092 -1.039616 -0.0167 -0.0076 -0.0396
C -0.606757 -1.680263 -0.481795 0.0863 -0.0066 0.1146
C 0.036010 -1.677585 0.685518 -0.0578 -0.0224 -0.1010
C 0.449737 -0.282176 1.105567 -0.3609 0.0304 0.0545
O 1.861528 -0.113292 1.030769 0.1250 -0.0598 -0.2504
H 1.009853 1.850053 -0.956413 -0.0526 -0.0270 0.1706
H -0.655524 2.439256 -0.923434 0.1863 -0.0351 0.0976
H 0.376296 2.650244 0.495713 -0.0035 -0.1744 -0.0220
H -1.329662 0.792738 0.714597 0.0680 -0.0561 -0.1046
H -0.052112 -0.142337 -1.869775 -0.1272 -0.0282 0.0715
H -1.757812 -0.076605 -1.434792 0.1130 -0.0903 0.0632
H -0.963022 -2.566064 -1.001453 0.1036 0.0893 0.1044
H 0.314479 -2.564255 1.250364 -0.0837 0.1547 -0.0237
H 0.187289 -0.070494 2.149688 0.0381 0.0009 -0.1520
H 2.216889 -0.841350 0.506552 -0.0094 0.1988 -0.0050

Entry 6:
17
Properties=species:S:1:pos:R:3:forces:R:3 method="wB97M-V/def2-TZVPD" spin_multiplicity=1 molar_mass_da=98.1 homo_ev=-9.60 charge=0 lumo_energy_ev=0.990 smiles=C#CC(C)(C)OC relative_energy_ev=2.215 orbital_gap_ev=10.6
C -0.088851 -2.332163 0.603791 -0.1927 0.4230 0.0518
C -0.316427 -1.154187 0.493735 0.1914 -0.4911 -0.0012
C -0.311593 0.285822 0.172829 -0.1651 -0.0572 0.1131
C -1.567481 0.685081 -0.609546 -0.0636 0.0155 -0.0554
C -0.191850 1.125497 1.448581 0.0287 0.0408 0.0424
O 0.824414 0.619271 -0.648355 -0.0036 -0.0265 0.0402
C 1.708081 -0.373156 -1.133760 0.1306 -0.1761 -0.1787
H 0.184398 -3.363058 0.649295 -0.2362 0.0985 0.1388
H -1.432328 1.710677 -0.961570 -0.0183 -0.0761 0.0482
H -2.463918 0.645301 0.017570 0.1600 -0.0673 -0.0541
H -1.717040 0.038131 -1.477998 0.0783 0.0515 0.1151
H -1.112067 1.087028 2.040606 0.1446 -0.0647 -0.0982
H -0.003302 2.161251 1.155250 -0.0465 -0.0849 0.0266
H 0.643052 0.781396 2.064266 -0.0906 0.0233 -0.1022
H 1.783651 -0.288049 -2.221821 0.0323 0.1399 0.0929
H 2.701351 -0.248217 -0.688467 -0.1033 0.0850 -0.0561
H 1.359910 -1.380624 -0.904405 0.1540 0.1661 -0.1231

Entry 7:
17
Properties=species:S:1:pos:R:3:forces:R:3 method="wB97M-V/def2-TZVPD" spin_multiplicity=1 molar_mass_da=98.1 homo_ev=-8.99 charge=0 lumo_energy_ev=0.914 smiles="CC1=CCC[C@H]1O" relative_energy_ev=0.201 orbital_gap_ev=9.9
C 2.106272 0.218482 0.447118 0.0391 -0.0123 0.0041
C 0.662453 -0.123057 0.268516 -0.0554 -0.1598 -0.0671
C 0.022430 -1.259593 0.545958 0.0894 0.0618 -0.0546
C -1.410500 -1.181241 0.062271 -0.0508 -0.0929 -0.0112
C -1.653182 0.332381 0.077989 -0.0428 0.0625 -0.0608
C -0.305362 0.801354 -0.457275 -0.1171 -0.2707 -0.0423
O -0.098649 2.184104 -0.300794 0.0464 0.1491 0.1316
H 2.233193 1.198660 0.921998 -0.0591 -0.1377 -0.0497
H 2.614916 0.257682 -0.525429 -0.0417 0.0200 0.1029
H 2.620086 -0.525289 1.061211 -0.0739 0.0699 -0.0768
H 0.472687 -2.151775 0.970832 -0.0412 0.1134 -0.0176
H -2.134483 -1.787783 0.611630 0.1196 0.1472 0.0402
H -1.442249 -1.495359 -0.994007 -0.0993 -0.1819 0.1723
H -2.503500 0.658149 -0.527201 0.1288 -0.0381 0.0109
H -1.782636 0.694818 1.105149 0.0519 -0.0398 -0.1546
H -0.284396 0.526513 -1.531674 0.1155 0.1912 0.0703
H 0.758995 2.396747 -0.680600 -0.0094 0.1180 0.0025

Entry 8:
17
Properties=species:S:1:pos:R:3:forces:R:3 method="wB97M-V/def2-TZVPD" spin_multiplicity=1 molar_mass_da=98.1 homo_ev="-7.87 / -7.87" charge=0 lumo_energy_ev="-0.308 / -0.308" relative_energy_ev=3.268 orbital_gap_ev="7.6 / 7.6"
C 2.352827 -0.025874 0.198229 0.0439 -0.0226 0.0138
C 1.011576 -0.606583 -0.266115 -0.0991 0.0478 -0.0648
C -0.138532 -0.097993 0.552585 0.1080 -0.0216 0.0398
C -1.762798 -0.118563 -1.361328 -0.0052 -0.0068 -0.1056
O 0.153186 -0.052977 1.838386 -0.1455 0.0915 -0.0949
C -1.372215 0.320602 0.038370 -0.2096 0.1896 0.0408
C -2.162764 1.269420 0.703976 0.4042 -0.3402 0.0564
H 3.157206 -0.365995 -0.460327 -0.1265 0.0327 0.1142
H 2.579959 -0.331919 1.222018 0.0033 0.0251 -0.1741
H 2.332698 1.068038 0.173309 -0.0086 -0.1392 -0.0256
H 1.025870 -1.702764 -0.187523 -0.0356 0.1292 0.0338
H 0.822386 -0.372198 -1.316740 0.0207 -0.0352 0.1673
H -2.799767 0.187499 -1.514602 0.1382 -0.0793 0.0032
H -1.164128 0.353378 -2.150094 -0.0374 -0.0319 0.1220
H -1.692362 -1.206130 -1.496569 -0.0092 0.1870 0.0359
H -0.640726 0.282343 2.300264 0.0802 0.0181 -0.0345
H -1.736768 1.502654 1.711530 -0.1218 -0.0443 -0.1276

Entry 9:
17
Properties=species:S:1:pos:R:3:forces:R:3 method="wB97M-V/def2-TZVPD" spin_multiplicity=1 molar_mass_da=98.1 homo_ev=-8.22 charge=0 lumo_energy_ev=0.509 relative_energy_ev=4.834 orbital_gap_ev=8.7
C 1.776404 0.321426 -0.708659 0.0120 0.0185 -0.0068
C 0.498442 0.075585 0.053192 0.1633 -0.1442 -0.2165
C 0.270118 -1.378324 0.493833 0.0796 0.0775 0.1787
C -1.543489 -0.938339 -0.557786 0.1079 0.1188 0.2817
C -0.877907 0.427388 -0.538914 0.0337 0.0439 -0.1195
C -0.992667 1.339097 0.694528 -0.3640 0.1646 0.0242
O 0.326659 0.982192 1.150654 0.1039 0.0421 0.1169
H 2.637431 0.124888 -0.059623 -0.0926 0.0152 -0.0754
H 1.839284 -0.337717 -1.581580 -0.0307 0.0757 0.1277
H 1.824086 1.360569 -1.046564 -0.0060 -0.1281 0.0543
H 1.036905 -2.100052 0.187223 -0.1718 0.0928 -0.0152
H 0.052194 -1.476615 1.555226 -0.0267 0.0435 -0.1212
H -2.241472 -1.039907 0.289994 0.1248 -0.0725 -0.0730
H -0.609919 -1.816484 -0.250010 -0.0965 -0.1390 -0.2038
H -0.921746 0.943723 -1.503001 0.0061 -0.0813 0.1427
H -1.769919 1.052218 1.415770 0.1145 0.0188 -0.0939
H -1.068775 2.415201 0.496396 0.0426 -0.1464 -0.0009

Entry 10:
17
Properties=species:S:1:pos:R:3:forces:R:3 method="wB97M-V/def2-TZVPD" spin_multiplicity=1 molar_mass_da=98.1 homo_ev=-7.53 charge=0 lumo_energy_ev=0.161 smiles="CC/C=C/C=C/O" relative_energy_ev=4.405 orbital_gap_ev=7.7
C 1.164446 1.883782 0.987211 -1.2725 -1.5581 -3.6742
C 0.322590 1.122986 1.961638 -3.3685 1.5159 -0.6192
C -0.560081 0.060448 1.255461 2.3709 -3.9594 0.9098
C -0.744019 -0.110013 -0.087166 -0.1732 -2.3789 -1.3080
C -0.344248 -1.374563 -0.884147 -1.2169 2.8931 2.0430
C -0.668838 -1.391237 -2.176200 -0.7988 0.1247 -0.4461
O -0.899101 -2.613426 -2.759620 0.7759 -0.3875 -0.8314
H 1.992435 1.282768 0.571010 -0.0596 0.1527 0.5873
H 0.529498 2.001741 0.054879 0.7221 0.4767 0.9553
H 1.494960 2.819064 1.295556 0.6525 1.5983 0.7886
H 1.000404 0.851342 2.713277 0.2131 -1.5830 1.3748
H -0.410897 1.814113 2.417459 0.5691 0.2031 0.2071
H -0.608729 -1.060350 1.763585 1.1707 2.6755 -0.9141
H -1.514188 0.316490 -0.731917 0.9783 1.9802 -0.1604
H 0.288349 -2.100408 -0.399586 -0.5250 -0.7677 0.1211
H -0.927865 -0.495450 -2.821999 -0.0320 -1.0960 1.1354
H -0.114717 -3.007287 -3.159448 -0.0059 0.1103 -0.1691

Entry 11:
17
Properties=species:S:1:pos:R:3:forces:R:3 method="wB97M-V/def2-TZVPD" spin_multiplicity=1 molar_mass_da=98.1 homo_ev=-8.14 charge=0 lumo_energy_ev=0.104 relative_energy_ev=4.673 orbital_gap_ev=8.2
C 0.265958 -1.029194 -1.600953 -0.0858 -0.0680 -0.0111
C 1.069136 -0.248639 -0.561703 -0.0504 0.0677 -0.0937
C 0.543738 1.150292 -0.348326 0.1273 -0.0333 0.0303
C 0.435462 1.739207 0.886622 -0.1143 -0.0551 0.0040
C -0.217457 0.776428 1.638394 0.1999 -0.1124 0.0500
C 0.113072 -0.648625 1.513797 -0.1535 0.1086 0.1020
O 1.218114 -0.935476 0.655425 0.1407 -0.0409 -0.0160
H 0.301580 -0.515231 -2.568432 -0.0324 -0.0745 0.1405
H -0.783376 -1.127932 -1.303474 0.1361 0.0151 -0.0296
H 0.691343 -2.029532 -1.722891 -0.0436 0.1524 0.0260
H 2.097146 -0.127588 -0.937520 -0.1390 0.0384 -0.0274
H -2.382912 0.509926 -0.024354 -0.0695 0.0389 0.1317
H 0.222955 1.667020 -1.256897 0.1920 0.0359 0.1399
H 0.354429 2.807264 1.075327 -0.0086 -0.1460 -0.1092
H -2.163687 0.711378 0.668560 -0.2349 -0.0679 -0.2849
H 0.385934 -1.002519 2.515878 0.0167 0.0175 -0.1373
H -0.782549 -1.216772 1.211322 0.1193 0.1234 0.0847

Entry 12:
17
Properties=species:S:1:pos:R:3:forces:R:3 method="wB97M-V/def2-TZVPD" spin_multiplicity=1 molar_mass_da=98.1 homo_ev=-9.68 charge=0 lumo_energy_ev=0.397 smiles="C=CC=O.C=CC" relative_energy_ev=1.454 orbital_gap_ev=10.1
C -1.566526 -0.892104 -0.939218 0.0887 -0.1187 -0.0088
C -0.419789 -1.565452 -1.004358 -0.2318 -0.0017 -0.0349
C 0.054009 -2.277925 0.203078 -0.0475 -0.0137 0.0027
O 1.027179 -2.988172 0.247339 -0.1015 0.1597 -0.0060
H -2.049863 -0.443858 -1.801417 0.1953 0.0608 0.0916
H -2.065268 -0.773697 0.022344 -0.0323 -0.1303 -0.1810
H 0.171643 -1.670807 -1.911056 -0.1590 -0.0444 0.0906
H -0.618127 -2.153265 1.082533 0.2034 0.0164 -0.0389
C 1.245883 0.587774 1.341681 0.0045 0.0810 -0.1330
C 1.013670 1.152158 0.160131 0.0698 -0.0448 0.1832
C -0.077021 2.142502 -0.119279 -0.0518 0.0330 0.0268
H 2.063399 -0.112745 1.489073 -0.1262 0.0893 -0.0453
H 0.622174 0.807983 2.206733 0.0799 0.0006 -0.1227
H 1.655834 0.897191 -0.684122 -0.0547 0.0329 0.1435
H 0.349129 3.119392 -0.377956 -0.0723 -0.1292 0.0106
H -0.729856 2.275165 0.749866 0.1118 -0.0199 -0.1087
H -0.695649 1.827354 -0.969658 0.1237 0.0290 0.1304

Number 1: F_max 0.0103 Eh/bohr. Number 2: F_max 0.0044 Eh/bohr. Number 3: F_max 0.0059 Eh/bohr. Number 4: F_max 0.0087 Eh/bohr. Number 5: F_max 0.0071 Eh/bohr. Number 6: F_max 0.0103 Eh/bohr. Number 7: F_max 0.0058 Eh/bohr. Number 8: F_max 0.0103 Eh/bohr. Number 9: F_max 0.0078 Eh/bohr. Number 10: F_max 0.0915 Eh/bohr. Number 11: F_max 0.0073 Eh/bohr. Number 12: F_max 0.0046 Eh/bohr.